No. 1
Here is C3H5ClS as an isolated structure at a distorted geometry from the Open Molecules 2025 dataset. Energies are from ωB97M-V with the def2-TZVPD basis set.

LUMO level	-0.0448	Ha
charge	0
ΔE to the lowest compared entry with this formula, charge and spin	93.4	kcal/mol
E_tot	-26544.9225	eV

CARTESIAN COORDINATES (ANGSTROEM)
H  -0.88  -1.01  1.60
H  1.88  1.84  1.12
H  -0.88  1.58  -0.01
C  -0.15  0.65  -0.22
S  2.62  -0.37  -0.14
H  -0.01  0.43  -1.19
H  -0.28  -1.55  0.05
Cl  -2.55  -0.04  -0.11
C  1.32  0.93  0.28
C  -0.90  -0.69  0.36

Here are the natural (NBO) charges for atoms 1 to 2, given in e: atom 1 (H): 0.230, atom 2 (H): 0.267



No. 2
Here is one molecule with the formula C4H3NO3 at a distorted geometry from the Open Molecules 2025 dataset. Energies are from ωB97M-V with the def2-TZVPD basis set.

LUMO level	-0.0339	Ha
charge	0
ΔE to the lowest compared entry with this formula, charge and spin	52.7	kcal/mol
E_tot	-11827.2491	eV
SMILES	N#CCC(=O)C(=O)O

CARTESIAN COORDINATES (ANGSTROEM)
O  -0.05  1.80  0.15
O  -1.65  -1.38  0.09
O  -2.61  0.62  -0.29
H  0.71  -1.15  -0.85
C  -0.07  0.54  0.00
C  2.41  -0.10  -0.17
H  0.61  -1.17  0.95
H  -2.32  1.51  0.17
N  3.59  0.14  -0.08
C  -1.57  -0.21  0.00
C  0.97  -0.58  0.02

Here are the natural (NBO) charges for atoms 1 to 2, given in e: atom 1 (O): -0.500, atom 2 (O): -0.534



No. 3
Here is C26H31Cl4F3N4NiO3 as an isolated structure at a distorted geometry from the Open Molecules 2025 dataset. Energies are from ωB97M-V with the def2-TZVPD basis set.

LUMO level (alpha / beta)	0.0173 / 0.0179	Ha
charge	0
ΔE to the lowest compared entry with this formula, charge and spin	0.0	kcal/mol
E_tot	-138853.7964	eV
multiplicity	3

CARTESIAN COORDINATES (ANGSTROEM)
C  0.75  -2.11  -0.15
H  -1.87  -0.92  2.97
H  -3.01  -2.86  1.99
C  0.28  -3.16  3.83
N  -0.31  -1.97  3.74
C  1.41  -3.32  -0.02
C  3.66  3.00  -1.71
H  -2.68  -1.18  0.10
F  -1.79  -2.25  -4.67
C  2.91  -2.54  -1.72
H  -3.01  -2.11  -2.76
C  -0.24  -4.33  3.30
C  -0.96  2.28  3.28
H  -1.34  5.65  -2.61
C  -1.64  4.83  -1.98
C  -2.86  -1.31  -2.03
O  -0.17  0.62  -3.21
H  -3.96  3.89  0.29
H  3.13  -4.42  -0.82
H  3.70  -2.74  -2.43
C  4.14  3.15  -0.42
C  -1.47  -1.91  3.07
N  1.13  -1.12  -0.95
H  -3.87  -2.39  -0.38
H  -0.68  2.78  2.36
H  2.48  -0.49  -2.32
C  -0.75  -1.56  -4.16
C  -2.79  4.87  -1.20
N  1.73  1.80  -0.90
C  -0.91  3.66  -1.92
O  -1.64  -0.58  -2.10
H  1.13  -4.03  0.75
H  3.72  2.75  1.64
F  -0.11  -2.39  -3.32
C  2.51  -0.36  3.14
H  -0.56  0.50  1.74
C  3.42  2.57  0.62
C  -1.48  -4.27  2.65
H  -0.33  1.41  3.45
H  4.22  3.46  -2.51
H  1.61  1.68  1.17
Cl  -2.66  1.81  3.11
H  -3.37  5.78  -1.28
H  1.54  -0.36  2.65
H  5.07  3.66  -0.22
C  2.52  -3.52  -0.82
H  2.16  2.10  -2.91
H  1.22  -3.20  4.37
C  -2.91  -1.95  -0.65
C  2.23  1.96  0.33
C  -2.31  2.68  -0.43
H  2.65  -1.09  3.92
O  -0.46  0.49  0.81
C  -1.16  -0.25  -3.43
N  -1.25  2.55  -1.23
H  0.23  -5.30  3.36
C  -3.09  3.83  -0.35
H  -0.03  3.56  -2.54
H  -2.52  1.86  0.25
Cl  2.86  1.24  3.83
H  -0.07  -1.91  0.54
C  -2.10  -3.04  2.56
F  0.06  -1.33  -5.20
Ni  -0.01  0.69  -1.10
H  -1.96  -5.19  2.35
C  2.49  2.28  -1.90
H  -2.00  0.20  -3.97
Cl  3.70  -0.80  1.89
H  -3.69  -0.59  -2.10
C  2.22  -1.34  -1.70
Cl  -0.76  3.33  4.70
H  -2.13  -2.72  -0.62

Here are the Mulliken charges for atoms 1 to 2, given in e: atom 1 (C): -0.764, atom 2 (H): 0.140